Record 1
ORCA calculation (wB97M-V/def2-TZVPD) on C21H24BClN9Sr as an isolated structure.

Structure (XYZ):
```
57
Properties=species:S:1:pos:R:3:forces:R:3
Sr -0.21487 -0.87595 1.45423 0.05 -0.28 0.34
C -0.07835 2.62963 3.19290 -0.02 -0.08 -0.04
C 0.20267 2.62384 1.72565 0.03 0.07 -0.10
C 0.73916 3.64653 0.93358 0.02 0.00 0.06
C 0.79719 3.11797 -0.33116 -0.02 -0.02 0.08
N 0.29894 1.85941 -0.29938 -0.01 0.14 -0.15
N -0.05452 1.55218 0.97573 -0.03 0.10 0.00
B 0.26206 0.86265 -1.48311 0.04 -0.15 0.14
N -1.05289 0.05364 -1.58967 -0.03 0.11 -0.17
C -1.71572 -0.24720 -2.73188 -0.03 -0.01 0.07
C -2.77154 -1.06720 -2.42529 -0.01 -0.08 0.02
C -2.68361 -1.26370 -1.04126 0.01 0.07 -0.10
C -3.56332 -2.08649 -0.15785 0.07 0.03 0.04
N -1.64541 -0.58743 -0.54907 -0.10 0.01 -0.07
N 1.47266 -0.08053 -1.43620 0.10 0.03 -0.17
C 2.54150 -0.29151 -2.23275 -0.02 0.02 0.04
C 3.31446 -1.28129 -1.67455 -0.02 -0.06 0.05
C 2.64285 -1.64943 -0.50425 0.10 0.06 -0.12
C 3.01876 -2.69187 0.49835 -0.10 0.05 0.01
N 1.53579 -0.92183 -0.36322 -0.05 0.04 -0.01
N 0.21852 1.79800 -2.74789 0.19 0.07 -0.20
C -0.81910 2.74418 -2.94429 -0.20 0.09 -0.01
C -0.58751 3.38572 -4.11578 0.15 -0.15 0.07
C 0.60305 2.80925 -4.60594 -0.10 0.24 -0.19
C 1.36418 3.07492 -5.82623 0.02 -0.02 0.00
N 1.05810 1.83344 -3.71209 -0.04 -0.16 0.19
H 0.16343 3.59682 3.62510 0.00 0.01 0.01
H 0.52472 1.88186 3.71409 0.00 0.02 0.02
H -1.13298 2.42862 3.38724 0.00 0.02 0.02
H 1.04559 4.62902 1.24776 0.00 0.00 0.00
H 1.17757 3.56473 -1.23493 -0.01 -0.02 -0.02
H -1.40147 0.11988 -3.69487 0.02 0.03 0.01
H -3.50151 -1.47620 -3.10192 0.01 0.00 0.00
H -4.39793 -2.49422 -0.72177 -0.01 0.00 0.00
H -3.96864 -1.48611 0.65763 -0.03 -0.02 0.00
H -3.01649 -2.93117 0.26817 -0.03 -0.01 0.00
H 2.68841 0.26932 -3.13617 -0.01 0.01 0.00
H 4.23535 -1.68386 -2.05870 0.00 0.00 0.00
H 4.00268 -3.09740 0.27910 0.01 -0.01 0.01
H 2.30967 -3.52275 0.48077 0.03 -0.02 0.00
H 3.05339 -2.27475 1.50781 0.02 -0.03 0.01
H -1.60777 2.84285 -2.21552 0.01 -0.02 0.01
H -1.17529 4.16186 -4.57404 0.00 0.01 -0.01
H 0.91050 3.85230 -6.43285 -0.01 0.00 0.01
H 1.45317 2.15190 -6.40972 0.01 0.00 0.00
H 2.38958 3.35773 -5.56404 0.00 -0.01 0.00
Cl -2.25868 -1.51519 7.15400 0.00 0.00 0.01
C -1.40389 -2.31218 5.89970 0.02 -0.03 -0.03
C -0.92088 -3.60264 6.06002 0.00 0.01 0.01
C -0.23971 -4.18627 5.00468 0.00 0.01 0.00
C -0.06679 -3.46631 3.83745 0.01 0.00 -0.01
N -0.53094 -2.21974 3.67598 -0.02 -0.09 0.13
C -1.18834 -1.65968 4.69728 -0.02 0.03 0.00
H -1.07803 -4.13177 6.99013 0.00 0.00 0.00
H 0.15337 -5.18947 5.08554 0.00 0.00 0.00
H 0.46387 -3.90348 2.99880 0.00 -0.01 0.01
H -1.56501 -0.65064 4.56468 0.00 0.00 0.02
```
Forces are in eV/Å.

E in eV: -49602.06109
Highest occupied orbital energy (alpha / beta) in eV: -14.3765 / -14.3768
HOMO-LUMO gap (alpha / beta) in eV: 9.177 / 5.239
Total charge: +2
Molecular weight in g mol⁻¹: 536.37
Largest force on an atom in eV Å⁻¹: 0.44
Spin multiplicity: 2


Record 2
ORCA calculation (wB97M-V/def2-TZVPD) on C38H35Br2MgN3O3SSi as an isolated structure in a non-equilibrium geometry.

Structure (XYZ):
```
84
Properties=species:S:1:pos:R:3:forces:R:3
Mg -0.27707 -0.13232 -0.22670 0.27 -0.45 0.15
Br 0.78183 -1.40300 6.10169 -0.03 0.02 -0.01
C 0.04916 -0.78820 4.47596 0.01 0.01 0.04
C -1.07630 -1.39576 3.94977 0.00 0.04 0.10
C -1.52849 -0.94511 2.72208 -0.09 0.03 -0.16
N -0.92626 0.01650 2.03066 0.56 0.06 -0.06
C 0.13894 0.61519 2.56798 -0.17 0.01 0.24
C 0.65659 0.25747 3.80389 -0.01 0.07 0.02
C 0.80699 1.67805 1.75712 0.29 -0.12 0.11
C 0.91396 2.96864 2.24542 -0.03 0.09 -0.07
C 1.54703 3.90504 1.44524 0.15 0.02 0.12
Br 1.65499 5.69561 2.01333 -0.01 -0.02 -0.02
C 2.11621 3.52154 0.24720 -0.14 -0.03 -0.12
C 1.95166 2.20474 -0.14651 0.22 -0.03 0.17
N 1.31476 1.28904 0.57970 -0.43 0.42 0.23
H -1.57040 -2.20264 4.47093 -0.03 -0.01 -0.04
H -2.39812 -1.38780 2.24857 0.02 -0.04 0.01
H 1.52694 0.75563 4.20736 0.01 -0.01 -0.01
H 0.48817 3.24926 3.19806 -0.07 -0.04 -0.02
H 2.61078 4.23058 -0.39980 0.06 0.00 0.05
H 2.39015 1.86593 -1.07574 -0.13 0.01 -0.08
N 0.79843 0.00155 -2.22195 -0.19 0.31 -0.23
C 0.12166 -0.91477 -3.16658 -0.19 -0.13 0.17
C -0.96008 -1.77064 -2.46743 -0.02 -0.03 0.14
O -1.55347 -2.59694 -3.14377 0.06 0.04 -0.06
O -1.10924 -1.55369 -1.21223 -0.21 -0.48 -0.31
H 0.37166 0.93435 -2.26763 0.01 -0.06 -0.24
H 1.75975 0.13873 -2.50848 0.04 -0.05 0.11
H 0.83920 -1.61621 -3.59603 0.08 0.07 0.01
H -0.35423 -0.38655 -3.99224 0.02 0.01 -0.02
O 0.92009 -1.51641 0.78587 0.18 -0.36 0.10
S 2.03502 -2.47872 0.44759 -0.31 -0.09 0.12
C 1.41516 -3.58067 -0.85436 0.26 0.02 -0.04
C 2.53412 -4.45731 -1.34540 0.08 0.02 0.01
C 3.65136 -3.88198 -1.95126 -0.09 -0.04 0.02
C 4.67351 -4.67610 -2.44508 0.00 0.01 0.00
C 4.59460 -6.05789 -2.32992 0.00 0.00 0.02
C 3.49515 -6.63700 -1.71411 0.02 0.01 0.02
C 2.47042 -5.84048 -1.22131 -0.04 -0.01 0.01
C 2.06167 -3.63524 1.86861 -0.09 -0.04 -0.20
C 0.94992 -4.64442 1.93596 -0.04 0.03 -0.01
C -0.38532 -4.25187 1.84798 -0.03 -0.02 0.02
C -1.40124 -5.19144 1.92550 0.04 -0.02 0.01
C -1.09596 -6.53547 2.09834 -0.01 0.02 0.03
C 0.22960 -6.93467 2.17361 0.02 -0.02 -0.01
C 1.24750 -5.99447 2.08441 0.00 0.02 0.06
H 1.07261 -2.89863 -1.62961 -0.03 0.02 0.02
H 0.56334 -4.14144 -0.48052 -0.08 0.06 -0.05
H 3.70221 -2.80242 -2.04114 0.05 -0.01 -0.05
H 5.52800 -4.21942 -2.92735 0.00 0.00 0.01
H 5.38657 -6.68185 -2.72300 0.01 0.01 0.01
H 3.43391 -7.71331 -1.61721 -0.02 0.00 -0.02
H 1.60662 -6.29492 -0.75117 0.00 0.01 -0.01
H 2.02366 -2.95240 2.72051 0.13 0.05 -0.03
H 3.03571 -4.12529 1.84129 0.02 0.04 0.04
H -0.62140 -3.21066 1.67781 0.00 0.01 0.02
H -2.43283 -4.87382 1.84493 0.00 0.00 -0.02
H -1.88933 -7.26732 2.17466 0.00 0.00 -0.03
H 0.47563 -7.98144 2.29762 0.00 0.00 0.01
H 2.28254 -6.31298 2.13617 0.00 0.00 -0.01
C -3.55837 5.38185 1.70423 0.01 0.05 0.01
C -2.33701 5.42655 1.04590 0.01 -0.06 0.02
C -1.91732 4.33951 0.28829 -0.21 0.00 0.12
C -2.70894 3.18787 0.15614 0.26 0.01 0.01
C -3.93835 3.17548 0.82257 0.07 0.01 -0.07
C -4.35960 4.25589 1.58713 -0.06 -0.03 -0.01
Si -2.07775 1.65612 -0.80199 1.52 1.66 -0.93
C -2.47192 2.02037 -2.65096 0.01 -0.12 0.04
C -2.14590 3.26181 -3.21620 -0.07 -0.16 -0.13
C -2.08182 3.43054 -4.58916 -0.07 0.05 0.03
C -2.34922 2.35960 -5.43964 -0.02 0.04 0.00
C -2.71845 1.13845 -4.90508 0.02 -0.08 0.01
C -2.78297 0.97545 -3.52163 -0.08 0.07 0.06
H -3.88609 6.22334 2.30224 -0.01 0.00 -0.01
H -1.71181 6.30817 1.12743 0.02 -0.01 -0.01
H -0.96032 4.36918 -0.21792 0.01 0.05 0.00
H -4.58221 2.30559 0.73584 0.00 0.00 0.06
H -5.31591 4.22065 2.09525 -0.01 -0.01 -0.01
H -0.41671 2.46142 -1.18857 -1.53 -0.93 0.60
H -1.89438 4.08776 -2.56131 -0.01 0.04 -0.02
H -1.80817 4.39371 -5.00443 0.01 -0.01 0.00
H -2.26469 2.48449 -6.51233 -0.03 0.00 0.00
H -2.92416 0.29637 -5.55532 -0.05 0.01 0.00
H -3.06070 0.00726 -3.11640 0.07 -0.03 -0.03
```
Forces are in eV/Å.

E in eV: -214831.57429
Highest occupied orbital energy in eV: -6.7599
HOMO-LUMO gap in eV: 6.476
Molecular weight in g mol⁻¹: 825.98
Largest force on an atom in eV Å⁻¹: 2.44


Record 3
ORCA calculation (wB97M-V/def2-TZVPD) on C4H7AlBNO as an isolated structure in a non-equilibrium geometry.

Structure (XYZ):
```
15
Properties=species:S:1:pos:R:3:forces:R:3
C -1.08697 -2.40640 0.54777 -0.31 -0.52 -0.37
C -0.31695 -1.55090 0.86453 -0.26 0.81 0.24
C 0.49925 -0.41405 1.26967 0.82 -0.79 -0.17
N 1.07920 0.23130 0.14780 -1.52 1.97 0.70
B 0.37428 0.84495 -0.90636 0.85 -1.57 -1.58
C -0.36057 2.20342 -0.40913 0.53 0.49 1.20
O 0.34799 0.51048 -2.19864 -0.47 0.18 0.03
H -1.74712 -3.16691 0.21357 -0.35 -0.36 0.00
H -0.12538 0.29657 1.82840 0.01 0.31 0.14
H 1.28232 -0.74547 1.94360 0.22 0.24 0.46
H -0.48485 2.30025 0.65250 -0.12 0.26 0.37
H 0.26793 2.99685 -0.79463 0.40 0.16 -0.13
H -1.29803 2.17627 -0.94897 -0.34 -0.49 -0.25
H -0.21029 -0.24510 -2.41711 0.12 -0.13 -0.49
Al 1.68121 -3.08158 0.02928 0.43 -0.55 -0.15
```
Forces are in eV/Å.

E in eV: -15050.03483
Highest occupied orbital energy in eV: -18.9145
HOMO-LUMO gap in eV: 6.262
Total charge: +2
Molecular weight in g mol⁻¹: 122.90
Largest force on an atom in eV Å⁻¹: 2.58


Record 4
ORCA calculation (wB97M-V/def2-TZVPD) on a 3-piece molecular cluster, C4H16NO2 overall in a non-equilibrium geometry.

Structure (XYZ):
```
23
Properties=species:S:1:pos:R:3:forces:R:3
C -0.17416 2.76040 -0.64195 -0.90 1.07 -0.85
C -0.02747 1.35088 0.07987 1.42 -1.53 0.07
N 0.61750 0.45359 -0.96964 -0.42 0.13 0.79
C -0.26044 0.02738 -2.09785 0.73 -0.17 -0.29
C 0.81445 1.38894 1.31839 0.14 1.49 -0.67
H 0.83134 3.12245 -0.81262 0.35 0.12 0.26
H -0.78575 3.34961 0.04357 0.20 0.02 0.30
H -0.70629 2.79670 -1.60305 0.12 -0.56 0.36
H -1.02918 0.95969 0.28773 -0.37 0.32 -0.20
H 1.53890 0.80230 -1.26121 -0.22 0.11 -0.08
H 0.81950 -0.45404 -0.40030 -0.16 -0.15 -0.09
H 0.37670 -0.46177 -2.84112 -0.19 -0.13 0.17
H -1.00507 -0.64387 -1.69462 -0.15 -0.12 -0.04
H -0.71271 0.86956 -2.59174 -0.19 0.36 -0.04
H 1.88203 1.54099 1.09881 -0.16 -0.13 -0.04
H 0.75237 0.50936 1.95298 -0.25 -0.49 0.23
H 0.48178 2.24960 1.92135 0.00 -0.41 0.13
H 0.21812 -2.14192 1.04221 -0.12 -0.48 -0.27
H 0.78745 -2.64157 -0.41745 -0.16 0.02 0.77
O 0.62921 -1.90451 0.20237 0.29 0.59 -0.76
H -2.33559 -3.51668 1.85705 -0.02 0.20 -0.36
H -0.93541 -3.47356 2.42640 -0.09 0.05 0.01
O -1.50247 -3.01141 1.77892 0.19 -0.33 0.59
```
Forces are in eV/Å.

E in eV: -9971.13860
Highest occupied orbital energy (alpha / beta) in eV: -20.8331 / -18.5532
HOMO-LUMO gap (alpha / beta) in eV: 14.322 / 3.007
Total charge: +2
Molecular weight in g mol⁻¹: 110.18
Largest force on an atom in eV Å⁻¹: 2.09
Spin multiplicity: 2